[1]
Entry from OMol25: 11 unconnected molecules or ions with the total composition C45H109N11O7 at a distorted geometry (the ωB97M-V functional and the def2-TZVPD basis).

```
! wB97M-V def2-TZVPD RIJCOSX def2/J DEFGRID3
* xyz 0 1
C -2.43539 3.75379 -7.66463
C -1.14626 3.30481 -6.98565
N -1.07956 1.88229 -6.77309
C -0.37155 1.59319 -5.52927
C -1.30246 1.83230 -4.29645
C -0.45162 1.26937 -7.94239
C -0.37166 -0.20837 -7.83823
H -3.29603 3.16591 -7.35174
H -2.36286 3.68389 -8.75742
H -2.66676 4.80326 -7.44595
H -0.25927 3.64925 -7.55485
H -1.04352 3.79275 -6.01158
H -0.15575 0.52470 -5.48844
H 0.58251 2.13930 -5.43949
H -1.08422 2.80423 -3.84560
H -2.34344 1.71453 -4.55867
H -1.04318 1.09205 -3.52536
H 0.55790 1.70440 -8.10839
H -1.09525 1.52148 -8.78886
H 0.16185 -0.53750 -6.95134
H 0.07855 -0.61643 -8.73929
H -1.38522 -0.61974 -7.76311
C -0.67384 -2.03279 1.30428
C 0.70553 -1.50107 1.27676
N 0.72630 -0.07304 1.38261
C 2.01296 0.38729 1.76685
C 2.37961 -0.18021 3.13406
C 0.25720 0.58395 0.17708
C -0.33137 1.93689 0.45601
H -1.20740 -1.71903 2.19769
H -0.68615 -3.12439 1.29062
H -1.24994 -1.69823 0.43049
H 1.18464 -1.90465 2.18277
H 1.32220 -1.89299 0.43934
H 2.79680 0.18460 1.01254
H 1.94068 1.46641 1.93153
H 1.48216 -0.28376 3.75794
H 2.79666 -1.19604 3.12671
H 3.12762 0.42813 3.64035
H -0.48202 -0.01574 -0.35588
H 1.09323 0.68686 -0.55402
H -1.30853 1.88386 0.92862
H -0.39473 2.47713 -0.49570
H 0.33138 2.51180 1.10211
C -0.47801 5.51314 -1.09958
C -1.84716 5.90033 -1.56421
N -2.91905 5.07876 -1.02247
C -3.26855 5.50405 0.35110
C -3.78349 4.35106 1.20022
C -4.05536 5.15520 -1.86144
C -3.87721 4.39012 -3.19604
H 0.18644 6.32089 -1.41582
H -0.12842 4.59082 -1.55593
H -0.44566 5.44988 -0.01490
H -1.94179 6.97912 -1.29282
H -1.87109 5.89753 -2.65497
H -2.40351 5.94355 0.83476
H -4.04018 6.30203 0.28250
H -2.98884 3.59745 1.27807
H -4.06367 4.67121 2.20877
H -4.62478 3.80076 0.76807
H -4.34007 6.20933 -2.05110
H -4.91792 4.67436 -1.38330
H -4.81372 4.41747 -3.75586
H -3.62021 3.37182 -2.93022
H -3.12945 4.88004 -3.81661
C 3.26650 1.35737 -6.60790
C 4.24105 0.31978 -6.09697
N 3.67673 -0.49537 -5.02876
C 4.78205 -1.15995 -4.33922
C 5.57783 -0.21556 -3.40831
C 2.76237 -1.52965 -5.59852
C 1.75797 -2.03580 -4.61520
H 3.01498 2.03411 -5.78748
H 2.36883 0.86858 -6.97204
H 3.72201 1.99614 -7.36594
H 4.69191 -0.27799 -6.92683
H 5.12384 0.84622 -5.70590
H 5.47730 -1.63261 -5.06909
H 4.40308 -1.98298 -3.72675
H 6.20953 0.47517 -3.97445
H 6.25742 -0.78727 -2.78115
H 4.89753 0.36075 -2.78567
H 2.20963 -1.06049 -6.41620
H 3.33372 -2.36318 -6.04569
H 2.25518 -2.46507 -3.73578
H 1.12296 -1.23657 -4.24875
H 1.20418 -2.87365 -5.05817
C 6.53859 1.06871 4.71813
N 5.92863 0.01347 3.98376
C 5.76030 0.20830 2.61319
C 5.53363 -1.15165 4.57973
O 5.01822 -2.07465 4.01780
H 7.56526 1.23692 4.34218
H 6.65604 0.78612 5.75776
H 5.99985 2.00794 4.60493
H 6.71193 0.34345 2.08726
H 5.24122 -0.62449 2.15936
H 5.13649 1.08770 2.39465
H 5.73049 -1.17986 5.66078
C -6.06114 1.43113 -1.84187
N -5.29766 0.92866 -0.69275
C -3.88447 0.99909 -0.76437
C -5.93356 0.68989 0.43249
O -5.45815 0.48314 1.52006
H -5.76325 0.97383 -2.79089
H -5.93234 2.52809 -1.90044
H -7.13183 1.25540 -1.73814
H -3.49480 0.40553 -1.59998
H -3.58734 2.03889 -0.97261
H -3.45588 0.65187 0.16611
H -7.02573 0.70591 0.27698
C 1.11977 1.15776 6.49047
N 2.34117 0.47546 6.78334
C 3.51379 1.27626 7.05003
C 2.36287 -0.84572 6.93879
O 3.30807 -1.47493 7.26429
H 0.33038 0.48986 6.16952
H 1.25270 1.93548 5.73299
H 0.76723 1.67879 7.39327
H 3.50979 1.66684 8.07204
H 4.39923 0.65595 6.92893
H 3.55549 2.09221 6.32922
H 1.39411 -1.31420 6.70197
C 3.38020 -5.67958 4.81140
N 2.31556 -4.79561 4.42177
C 2.51044 -3.40068 4.75985
C 1.24291 -5.22704 3.70211
O 0.31434 -4.52389 3.28225
H 3.17277 -6.70156 4.50887
H 3.49388 -5.69751 5.90610
H 4.33583 -5.34702 4.39213
H 3.36248 -2.99150 4.19855
H 1.63711 -2.82425 4.48633
H 2.73086 -3.30354 5.82127
H 1.24419 -6.31997 3.53274
C 1.12962 -5.68270 -0.25457
N -0.08683 -6.42192 -0.34693
C -1.29580 -5.67632 -0.51887
C -0.11391 -7.74910 -0.08399
O -1.10943 -8.43446 0.00597
H 1.19695 -4.95578 -1.07073
H 1.98998 -6.33854 -0.28281
H 1.09985 -5.09723 0.67778
H -2.05579 -6.36373 -0.88271
H -1.65736 -5.17527 0.39077
H -1.15394 -4.87157 -1.24890
H 0.89561 -8.18562 0.04104
C -1.74574 2.33346 4.01210
N -2.45750 1.24715 4.54174
C -2.88152 0.22979 3.61086
C -2.51972 1.02713 5.83047
O -2.12060 1.72620 6.66105
H -2.42987 2.88396 3.35716
H -0.89613 1.97116 3.42988
H -1.43817 3.02961 4.77885
H -3.95764 0.17991 3.49772
H -2.41395 0.44998 2.65121
H -2.47289 -0.74595 3.89737
H -3.01080 0.08119 6.06683
C -3.28377 -4.19163 3.57015
N -4.14665 -3.92793 2.46495
C -4.43246 -2.54513 2.19259
C -4.69955 -4.93255 1.72015
O -4.57777 -6.12786 1.91892
H -3.81424 -4.05146 4.51794
H -2.43801 -3.50060 3.52292
H -2.91020 -5.20386 3.51269
H -3.54252 -2.06911 1.77218
H -5.27733 -2.42171 1.52657
H -4.71228 -2.06328 3.13173
H -5.34397 -4.53651 0.90917
*
```

## Properties
**Energy**: -2908.90030 Ha
**Molecular weight**: 916.437 g mol⁻¹
**E_HOMO**: -8.70 eV
**ΔE to the lowest compared entry with this formula, charge and spin**: 179.55 kJ/mol
**SMILES**: CCN(CC)CC.CCN(CC)CC.CCN(CC)CC.CCN(CC)CC.CN(C)C=O.CN(C)C=O.CN(C)C=O.CN(C)C=O.CN(C)C=O.CN(C)C=O.CN(C)C=O


[2]
Entry from OMol25: a molecular structure, C19H23NOPPb at a distorted geometry (the ωB97M-V functional and the def2-TZVPD basis).

```
! wB97M-V def2-TZVPD RIJCOSX def2/J DEFGRID3
* xyz 1 1
C -0.82467 1.20554 -5.92611
Pb 0.01813 -0.03016 -3.30471
N 1.09593 -1.68146 -4.41331
H -0.74487 1.10894 -2.55521
H -0.10337 1.32314 -5.10461
H -1.34647 2.14414 -6.16001
H -1.57957 0.44014 -5.66821
H -0.15187 1.09114 -6.87921
H 0.84923 -2.62016 -4.06951
H 2.12323 -1.62266 -4.37901
H 0.86383 -1.69046 -5.41611
O 0.01193 0.04094 -1.25861
P 0.64613 0.02524 0.17439
C -0.20717 1.68284 0.57679
C 0.05753 2.42694 1.73689
C -0.62217 3.60434 2.01529
C -1.46747 4.16084 1.07259
C -1.64127 3.52624 -0.11801
C -1.08577 2.30304 -0.29941
C -0.35927 -1.59376 0.48629
C -0.18647 -2.38696 1.65789
C -0.89967 -3.53416 1.89239
C -1.76017 -4.00956 0.92459
C -1.92717 -3.31686 -0.26621
C -1.25157 -2.11336 -0.48761
C 1.40633 0.00654 1.88799
C 2.77013 0.04844 2.03919
C 3.32023 -0.05796 3.31389
C 2.50893 -0.22586 4.44389
C 1.12383 -0.19956 4.32369
C 0.56393 -0.04516 3.06299
H 0.75973 2.20024 2.51299
H -0.47987 4.07734 2.95509
H -1.97667 5.08084 1.24269
H -2.23937 3.95344 -0.90921
H -1.44177 1.97144 -1.16201
H 0.49173 -2.21636 2.44919
H -0.74177 -4.05686 2.82679
H -2.27057 -4.93666 1.11449
H -2.57037 -3.72326 -1.03391
H -1.43207 -1.65136 -1.44231
H 3.38823 0.12084 1.15799
H 4.40203 -0.06526 3.40519
H 2.95873 -0.37276 5.41199
H 0.48143 -0.33326 5.19239
H -0.52967 -0.05866 2.97579
*
```

## Properties
**Energy**: -1401.45889 Ha
**Molecular weight**: 519.573 g mol⁻¹
**E_HOMO (alpha / beta)**: -9.79 / -10.98 eV


[3]
Entry from OMol25: a single C2HCl3S2 molecule at a distorted geometry (the ωB97M-V functional and the def2-TZVPD basis).

```
! wB97M-V def2-TZVPD RIJCOSX def2/J DEFGRID3
* xyz 0 1
S 1.25594 -1.48820 -1.18861
C 0.46648 -0.19121 -0.13378
S 1.46308 0.55109 1.02240
C -0.82478 0.34612 -0.26180
Cl -1.71598 -0.31115 1.20629
Cl -1.64653 -0.42489 -1.69849
Cl -1.10571 2.11371 -0.11115
H 2.10752 -0.59545 1.16513
*
```

## Properties
**Energy**: -2253.67678 Ha
**Molecular weight**: 195.523 g mol⁻¹
**E_HOMO (alpha / beta)**: -9.04 / -9.04 eV
**ΔE to the lowest compared entry with this formula, charge and spin**: 119.96 kJ/mol
**SMILES**: S=C(S)C(Cl)(Cl)Cl


[4]
Entry from OMol25: a molecular structure, C5H9NO2 at a distorted geometry (the ωB97M-V functional and the def2-TZVPD basis).

```
! wB97M-V def2-TZVPD RIJCOSX def2/J DEFGRID3
* xyz 0 1
C -0.66476 -0.16162 -0.74277
C -0.41297 1.06061 -0.17245
C 0.08536 -0.09524 0.40473
C 1.60444 -0.76520 0.18424
C 2.50447 0.38732 -0.09181
H -1.67857 -1.78543 -1.10735
H -2.69282 -0.50313 -0.66647
H -0.28136 0.01712 -1.74232
H 0.30005 1.86507 -0.59138
H -1.49090 1.46680 1.33528
H -1.17891 -1.47261 1.36846
H 1.77052 -1.92285 0.39491
H 3.49708 0.18567 -0.15370
H 2.35567 1.80092 -0.02657
N -1.80829 -1.06037 -0.43975
O -1.44720 1.58873 0.48111
O -0.46182 -0.60579 1.56584
*
```

## Properties
**Energy**: -400.85993 Ha
**Molecular weight**: 115.132 g mol⁻¹
**E_HOMO**: -8.78 eV
**ΔE to the lowest compared entry with this formula, charge and spin**: 831.83 kJ/mol


- Among the records above, which one has the lowest energy?
  C45H109N11O7


- Number 3 is which compound?
  C2HCl3S2